{
  "formula": "C4H6O3S",
  "method": "ωB97M-V with the def2-TZVPD basis set",
  "lumo_ev": 0.449,
  "de_lowest_ev": 1.759,
  "total_energy_ev": -21221.2245,
  "homo_energy_ev": -9.646,
  "smiles": "O=C[C@@]1(O)[C@H](O)[C@@H]1S",
  "elements": ["S", "O", "O", "O", "C", "C", "C", "C", "H", "H", "H", "H", "H", "H"],
  "coordinates": [[1.44234, 0.57296, 1.57638], [-2.72601, 0.75904, -1.05993], [-1.12483, -0.82502, 0.58583], [1.13790, -1.74065, -0.46823], [0.76328, 0.68336, -0.05941], [0.71008, -0.50621, -0.96989], [-1.53250, 0.76760, -1.24340], [-0.56132, 0.03100, -0.37721], [-0.97283, -0.38953, 1.49241], [-1.03037, 1.32281, -2.02287], [0.40371, -2.12166, 0.03623], [0.97377, -0.36174, -2.01198], [2.03554, -0.63537, 1.32300], [0.93897, 1.61675, -0.60085]],
  "nbo_charge": [-0.01, -0.49, -0.70, -0.70, -0.42, 0.09, 0.42, 0.08, 0.50, 0.11, 0.50, 0.20, 0.17, 0.24]
}

{
  "formula": "C5H11PS",
  "method": "ωB97M-V with the def2-TZVPD basis set",
  "lumo_ev": [0.052, 0.405],
  "de_lowest_ev": 4.319,
  "total_energy_ev": -25483.0655,
  "homo_energy_ev": [-8.012, -7.248],
  "elements": ["S", "P", "C", "C", "C", "C", "C", "H", "H", "H", "H", "H", "H", "H", "H", "H", "H", "H"],
  "coordinates": [[3.44769, -0.09073, 0.32496], [0.54795, -0.81942, -0.82728], [-0.05394, 2.21838, -0.13746], [1.68440, -0.18820, 0.34793], [-1.09524, 1.43148, -0.76484], [-1.00125, -0.07009, -0.20968], [0.25978, -2.44833, 0.11826], [-1.91654, -0.63715, -0.50909], [3.74330, -0.66644, -0.94090], [1.09658, -3.17636, -0.10099], [-0.64477, -2.89517, -0.20573], [0.55723, 2.76871, -0.72804], [1.34804, 0.45062, 1.20061], [0.26509, -2.19719, 1.32436], [-2.11660, 1.73024, -0.65945], [-0.89325, 0.09795, 0.92284], [-0.91334, 1.45841, -1.80713], [-0.05146, 2.20485, 1.00101]],
  "nbo_charge": [0.08, 0.80, -0.28, -0.75, -0.49, -0.70, -0.90, 0.24, 0.14, 0.23, 0.22, 0.18, 0.22, 0.22, 0.22, 0.21, 0.21, 0.17]
}

{
  "formula": "C3H7IN2O2",
  "method": "ωB97M-V with the def2-TZVPD basis set",
  "lumo_ev": [-2.607, -2.604],
  "de_lowest_ev": 0.148,
  "total_energy_ev": -18395.9395,
  "homo_energy_ev": [-9.205, -9.204],
  "smiles": "C=C(O)/C=[N+](\\[O-])I.N",
  "elements": ["I", "O", "O", "N", "N", "C", "C", "C", "H", "H", "H", "H", "H", "H", "H"],
  "coordinates": [[-4.32868, -0.76474, 0.41368], [-0.42360, 2.83744, -0.17755], [-3.05370, 2.26998, 0.19954], [2.99020, -3.07594, 0.26344], [-2.64918, 1.12120, 0.27713], [-0.30826, 1.46596, 0.00984], [0.78505, 0.84263, -0.38200], [-1.49354, 0.67711, 0.15451], [1.61041, 1.48260, -0.86793], [2.21320, -3.66373, 0.32483], [-1.33110, 3.07417, 0.05186], [-1.44048, -0.30840, 0.27197], [0.98787, -0.16470, -0.14192], [3.75730, -3.57426, -0.21155], [2.68451, -2.21931, -0.18585]],
  "nbo_charge": [-0.01, -0.66, -0.39, -1.08, 0.15, 0.23, -0.42, -0.05, 0.23, 0.35, 0.49, 0.22, 0.21, 0.37, 0.36]
}

{
  "formula": "C35H62N3O8S2",
  "method": "ωB97M-V with the def2-TZVPD basis set",
  "lumo_ev": -2.970,
  "total_energy_ev": -79813.3371,
  "total_charge": 1,
  "homo_energy_ev": -11.188,
  "elements": ["S", "S", "O", "O", "O", "O", "O", "O", "O", "O", "N", "N", "N", "C", "C", "C", "C", "C", "C", "C", "C", "C", "C", "C", "C", "C", "C", "C", "C", "C", "C", "C", "C", "C", "C", "C", "C", "C", "C", "C", "C", "C", "C", "C", "C", "C", "C", "C", "H", "H", "H", "H", "H", "H", "H", "H", "H", "H", "H", "H", "H", "H", "H", "H", "H", "H", "H", "H", "H", "H", "H", "H", "H", "H", "H", "H", "H", "H", "H", "H", "H", "H", "H", "H", "H", "H", "H", "H", "H", "H", "H", "H", "H", "H", "H", "H", "H", "H", "H", "H", "H", "H", "H", "H", "H", "H", "H", "H", "H", "H"],
  "coordinates": [[-2.73165, 2.00406, 1.03878], [-2.66816, 0.23087, 3.80556], [-9.28585, -2.44524, -1.77382], [-1.33021, -2.18276, -4.42208], [1.39858, -1.17472, 0.65022], [-3.97119, -1.72329, -0.75919], [2.27259, 0.95855, -0.95515], [-2.75043, -0.99017, 0.92853], [-0.02705, 0.28420, 3.52233], [1.38291, 7.94265, -0.22072], [2.11907, -0.51596, 3.08750], [0.01853, -4.35724, 2.62866], [-0.66335, 0.13137, 0.65504], [2.48308, 0.03836, 4.40555], [1.33725, 1.48253, -0.42806], [1.50005, 2.80051, 0.23713], [2.14126, -4.47537, -0.60192], [0.32246, -0.78021, 1.40987], [-0.03329, 0.81097, -0.55695], [0.50867, -2.97275, 2.78387], [3.52358, -2.61263, -1.57265], [-2.56785, -0.64081, -5.74491], [2.20610, 7.89767, -1.10703], [-1.18717, 1.26305, 1.56115], [0.73764, 5.00736, 0.81293], [0.53016, 3.80616, 0.14057], [4.97128, -2.80472, -1.13169], [-8.12744, -4.24008, -0.72897], [3.43819, 8.76614, -1.08634], [2.66794, 2.99469, 0.99163], [-2.40452, -1.67864, -4.66080], [-6.97768, -2.58023, -2.32549], [-1.17754, 0.97035, 3.08634], [2.04657, 6.96758, -2.28556], [2.69162, 1.54691, 4.44842], [1.88726, 5.20060, 1.58756], [-8.23962, -3.02856, -1.62549], [-3.95468, -1.25353, 0.32826], [0.93880, 0.10352, 2.52552], [5.38352, -1.72067, -0.11922], [-0.38837, -1.98426, 2.03606], [1.29965, -2.09416, -0.43851], [-1.76381, -0.63914, -0.00253], [-5.13808, -0.92449, 1.16132], [2.54690, -2.98944, -0.44059], [2.85795, 4.20110, 1.66373], [-3.63935, -2.05434, -3.87892], [5.91481, -2.77150, -2.34784], [1.26769, 1.06192, 2.10018], [3.37618, -1.57828, -1.87983], [-1.12687, 1.96485, 3.52577], [2.80399, -5.12735, -0.04148], [3.38170, -3.26691, -2.42813], [3.43189, 9.38415, -0.19190], [-3.18167, 1.33456, 4.35967], [-5.81178, -1.77107, 1.19734], [5.46999, -2.16874, -3.13815], [1.55642, -2.90044, 2.52274], [-3.27974, -0.99077, -6.49337], [2.00828, 7.54098, -3.21247], [1.33066, -1.52503, -1.36706], [-2.25842, 3.14192, 0.50727], [3.39923, 2.20356, 1.03575], [6.12489, -3.76552, -2.72814], [-2.20312, -0.06054, -0.80566], [-2.93447, 0.29415, -5.31757], [-7.19680, -1.70616, -2.93571], [2.03989, 6.12096, 2.12719], [-3.38041, -2.80531, -3.13761], [0.06319, 0.05572, -1.32758], [-6.21502, -2.31466, -1.59300], [3.35283, 1.89471, 3.65955], [1.74177, 2.05768, 4.28243], [-0.36209, 3.64766, -0.44796], [-5.60785, -0.04236, 0.73789], [0.81884, -4.96912, 2.56045], [6.86266, -2.29969, -2.10943], [2.87993, -0.27436, 2.46342], [-1.60835, -0.46173, -6.22421], [-0.47472, 2.07219, 1.46762], [1.12314, 6.40205, -2.17954], [-0.51795, -4.47687, 1.77926], [4.98528, -1.96221, 0.86420], [3.45554, 9.41187, -1.96522], [-0.74477, 1.52874, -0.95454], [-9.09760, -4.45522, -0.28816], [5.10146, -3.77867, -0.66051], [0.45110, -2.73527, 3.84363], [4.33463, 8.14396, -1.08499], [-1.18123, -1.68452, 2.71153], [2.16262, -4.78529, -1.64121], [-1.34471, -1.52312, -0.47204], [2.88792, 6.27383, -2.33081], [0.01385, 5.80591, 0.75969], [4.95749, -0.77204, -0.44171], [-4.82388, -0.69719, 2.17334], [6.46020, -1.64385, -0.02479], [-6.60222, -3.37651, -2.97021], [3.03402, 1.86247, 5.42771], [-0.90017, -2.57049, 1.27583], [1.13640, -4.67460, -0.23359], [0.41027, -2.71905, -0.47850], [-4.03027, -1.17496, -3.36570], [-7.79878, -5.10500, -1.30685], [3.05385, -2.92938, 0.51627], [3.75073, 4.32780, 2.25437], [1.74513, -0.26255, 5.14023], [-4.40397, -2.46028, -4.54285], [-7.40672, -4.05245, 0.06929], [3.42086, -0.43846, 4.67570]],
  "mulliken_charge": [-0.17, -0.22, -0.55, -0.57, -0.17, -0.46, -0.46, -0.02, -0.48, -0.54, -0.07, -0.74, 1.23, -0.64, -0.32, 0.51, -1.69, -0.43, -1.03, -0.64, -1.47, -1.19, 0.89, 1.25, -1.36, 0.31, 0.66, -1.05, -1.19, -0.94, 0.69, -0.36, -0.63, -1.04, -0.97, -0.73, 0.67, 0.70, -0.06, -1.36, -0.76, -0.80, -2.17, -1.00, 1.28, -0.71, -0.88, -1.55, -0.08, 0.49, 0.71, 0.36, 0.43, 0.32, 0.24, 0.28, 0.37, 0.20, 0.35, 0.41, 0.39, 0.27, 0.63, 0.36, 0.89, 0.31, 0.37, 0.53, 0.23, 1.05, -0.24, 0.21, 0.13, 0.98, 0.29, 0.31, 0.37, 0.38, 0.33, -0.85, 0.20, 0.31, 0.31, 0.35, 1.09, 0.32, 0.31, 0.41, 0.32, -0.28, 0.41, 0.56, 0.30, 0.50, 0.19, 0.17, 0.51, 0.33, 0.51, 1.11, 0.39, 0.12, 0.22, 0.33, 0.01, 0.53, 0.42, 0.52, 0.24, 0.53]
}

no.,maximum force (Eh/bohr)
1,0.039
2,0.082
3,0.076
4,0.043